No. 1
14
Properties=species:S:1:pos:R:3 method="wB97M-V/def2-TZVPD" homo_energy_ha=-0.2911 gap_ev=9.1 lumo_energy_ev=1.19 total_energy_ev=-9064.722
N -2.1188 -0.2723 -0.6765
N 1.3506 -1.5362 1.2175
N 0.4384 1.6228 -0.0434
N -0.8135 -0.4117 -0.9676
N 1.5140 -0.4505 0.2415
N 0.2492 0.2789 0.2941
H -2.6000 0.6111 -0.3465
H -2.5596 -0.8854 0.0483
H 1.3360 -1.2715 2.2463
H 0.4689 -2.0262 1.0065
H 0.1603 2.3350 0.7115
H 1.4162 1.8079 -0.3700
H -0.6268 0.1828 -1.7848
H 1.6062 -0.7488 -0.7503

***

No. 2
20
Properties=species:S:1:pos:R:3 method="wB97M-V/def2-TZVPD" charge=-1 homo_energy_ha=-0.1646 gap_ev=6.7 lumo_energy_ev=2.25 total_energy_ev=-57131.089
O -0.2376 -2.8118 -0.3233
V -0.3377 -1.1734 -0.4735
O -1.3166 -1.0170 -1.7246
S 0.2706 1.9443 1.0975
O -0.0965 0.8968 0.1413
O 1.3621 2.7191 0.5237
O -0.8901 2.8040 1.3790
O 0.7154 1.2586 2.3229
O 0.8414 -1.3385 1.5341
H 0.8533 -0.4771 1.9513
H 0.3430 -1.8902 2.1370
O 0.1989 1.9038 -2.5231
H 0.5289 2.7944 -2.4042
H -0.0613 1.6251 -1.6451
O 1.5659 -1.0832 -1.5152
H 1.8720 -1.5738 -2.2781
H 2.2038 -0.3771 -1.4122
O -2.2400 -1.4460 0.9396
H -2.8565 -0.7448 0.7288
H -2.7190 -2.0129 1.5442

***

No. 3
13
Properties=species:S:1:pos:R:3 method="wB97M-V/def2-TZVPD" homo_energy_ha=-0.3532 smiles=SS.O.O.O gap_ev=9.7 lumo_energy_ev=0.07 total_energy_ev=-27942.434
S 1.7654 -1.0570 -0.9002
S 3.7696 -1.2462 -0.4523
H 1.8329 -1.9713 -1.8840
H 3.5987 -1.9935 0.6164
O -1.8945 3.0235 0.7647
H -2.4530 3.8055 0.7440
H -1.8886 2.6728 -0.1280
O -0.4148 2.6808 3.4289
H -1.1350 2.5255 2.7993
H -0.6206 3.5315 3.8240
O -0.8266 -4.3571 -3.0869
H -1.6234 -3.8441 -2.8989
H -0.1100 -3.7704 -2.8269